# 1
DFT (ωB97M-V/def2-TZVPD) results for a molecular structure, C5H5FFeO4 at a distorted geometry.

Summary:
relative energy (zero: lowest compared OMol25 entry of this formula, charge and spin)	103.8	kcal/mol
spin multiplicity	7
electronic energy	-1857.08363	Eh
expectation value of S²	12.012
M	203.93	g/mol
net charge	+2
gap between HOMO and LUMO (spin up / spin down)	6.1 / 5.5	eV

CARTESIAN COORDINATES (ANGSTROEM)
C  0.22  -0.94  1.85
H  -0.47  -0.66  0.90
H  0.66  -1.92  1.60
C  1.29  -0.06  2.29
O  2.19  0.40  1.57
Fe  2.57  0.96  -0.16
H  1.43  0.06  3.38
O  -0.68  1.42  -2.37
O  -0.12  -0.41  -1.39
O  1.37  1.26  -1.49
C  -1.91  0.72  -2.13
C  -1.55  -0.36  -1.24
C  0.29  0.75  -1.83
H  -2.77  1.38  -2.07
H  -0.53  -0.99  2.65
F  -2.00  -1.63  -1.57

Löwdin population analysis, charges in e, atoms 1 to 4:
1 C -0.019
2 H 0.116
3 H 0.117
4 C -0.257

=====

# 2
DFT (ωB97M-V/def2-TZVPD) results for 2 unconnected molecules or ions with the total composition C20H18N2O3 at a distorted geometry.

Summary:
relative energy (zero: lowest compared OMol25 entry of this formula, charge and spin)	263.3	kcal/mol
SMILES	Nc1cc(CC=O)cc2c1C(=O)c1ccccc1C2=O.CCCC#N
electronic energy	-1107.82277	Eh
M	334.37	g/mol
net charge	0
gap between HOMO and LUMO	7.8	eV

CARTESIAN COORDINATES (ANGSTROEM)
N  1.98  3.69  -1.57
C  0.60  3.10  -1.60
C  -0.21  2.90  -2.90
C  -1.63  2.23  -2.82
C  -2.49  1.96  -4.16
C  -1.44  1.30  -5.21
O  -0.78  0.27  -4.87
C  -2.28  1.79  -1.47
C  -1.45  2.01  -0.19
C  -0.01  2.66  -0.25
C  0.76  2.78  1.16
O  1.42  3.79  1.49
C  0.56  1.49  2.12
C  1.74  0.89  2.92
C  1.43  -0.37  3.79
C  0.01  -1.00  3.87
C  -1.19  -0.39  3.05
C  -0.87  0.85  2.19
C  -1.99  1.55  1.27
O  -3.17  1.77  1.63
H  2.00  4.44  -0.84
H  2.54  2.93  -1.12
H  0.19  3.17  -3.92
H  -3.24  1.11  -3.94
H  -2.98  2.90  -4.57
H  -1.26  1.78  -6.23
H  -3.30  1.29  -1.40
H  2.79  1.36  2.85
H  2.32  -0.82  4.35
H  -0.09  -1.93  4.51
H  -2.22  -0.86  3.11
C  1.34  -2.98  -0.10
C  1.22  -4.49  0.07
C  0.38  -4.88  1.29
C  1.01  -4.34  2.54
N  1.51  -3.91  3.52
H  1.84  -2.51  0.74
H  1.92  -2.74  -1.00
H  0.35  -2.52  -0.21
H  2.23  -4.91  0.16
H  0.77  -4.92  -0.83
H  0.32  -5.97  1.37
H  -0.63  -4.49  1.20

Löwdin population analysis, charges in e, atoms 1 to 4:
1 N 0.025
2 C -0.180
3 C 0.053
4 C -0.143

=====

# 3
DFT (ωB97M-V/def2-TZVPD) results for a molecular structure, C2H3ClINO at a distorted geometry.

Summary:
relative energy (zero: lowest compared OMol25 entry of this formula, charge and spin)	87.5	kcal/mol
electronic energy	-965.76524	Eh
M	219.41	g/mol
net charge	0
gap between HOMO and LUMO (spin up / spin down)	6.8 / 6.8	eV

CARTESIAN COORDINATES (ANGSTROEM)
C  -0.37  1.30  -0.19
C  1.98  -0.27  -0.90
N  -0.64  0.38  0.62
O  -0.27  2.24  -0.85
Cl  1.08  -1.73  -0.32
I  3.81  -0.07  0.20
H  2.23  -0.49  -1.94
H  -0.10  -0.54  0.52
H  -1.34  0.47  1.35

Löwdin population analysis, charges in e, atoms 1 to 4:
1 C -0.256
2 C -1.125
3 N 0.166
4 O 0.241

=====

# 4
DFT (ωB97M-V/def2-TZVPD) results for a gas-phase ion, C4H4PS (charge -1) at a distorted geometry.

Summary:
relative energy (zero: lowest compared OMol25 entry of this formula, charge and spin)	119.3	kcal/mol
electronic energy	-894.18018	Eh
M	115.12	g/mol
net charge	-1
gap between HOMO and LUMO	6.0	eV

CARTESIAN COORDINATES (ANGSTROEM)
C  -0.09  -1.02  -0.90
C  0.28  -1.30  0.33
C  -0.34  0.37  -1.26
C  -0.11  0.68  1.67
P  0.14  1.27  0.10
S  0.64  0.62  3.11
H  -0.16  -1.88  -1.73
H  0.52  -2.17  1.02
H  -0.56  0.72  -2.26
H  -0.32  2.70  -0.10

Löwdin population analysis, charges in e, atoms 1 to 4:
1 C -0.458
2 C -0.107
3 C -0.474
4 C -1.019

=====

> electronic energy of number 3 (C2H3ClINO)?

-965.76524 Eh

=====

> The lowest M belongs to which entry?

C4H4PS

=====

> Which of these has the highest M?

C20H18N2O3

=====

> What is the net charge in the second record?

0